{"formula": "C5H14N2", "method": "wB97M-V/def2-TZVPD", "de_lowest_kcal_mol": 104.6, "homo_lumo_gap_ev": 9.86, "max_force_ev_per_a": 4.36, "total_charge": 0, "lumo_energy_ha": 0.0350, "homo_ha": -0.3273, "elements": ["H", "C", "H", "H", "H", "H", "H", "H", "C", "N", "C", "H", "C", "H", "N", "C", "H", "H", "H", "H", "H"], "positions_angstrom": [[-2.248562, -1.350092, 2.599943], [0.213830, 0.664989, -1.878368], [2.038396, 1.831930, -2.066126], [-1.349918, -0.031053, 2.535976], [0.018453, -2.020662, 1.983253], [0.169018, 0.318215, 1.065138], [-1.388681, 0.668905, -0.502081], [-1.155978, -0.876938, -1.309036], [1.160460, 1.819075, -1.403913], [1.203158, 0.103261, 1.516210], [-0.618913, -0.040258, -0.809118], [0.675877, 2.791047, -1.296549], [-0.725193, -1.594292, 1.277041], [0.761735, -1.410677, -0.206603], [-1.728999, -0.766718, 1.944975], [0.138380, -0.723949, 0.360602], [-1.228077, -2.339611, 0.659025], [1.515050, 1.610044, -0.387318], [-0.389445, 1.239738, -2.610457], [0.869087, 0.024335, -2.456225], [2.070324, 0.082710, 0.983633]], "forces_ev_per_angstrom": [[-0.05, 0.15, -0.29], [0.79, 1.95, -0.29], [-0.37, 0.47, 0.18], [0.46, -0.18, -0.22], [-0.61, -0.25, -0.43], [2.84, 2.96, 1.48], [-0.05, -0.12, 0.40], [0.18, 0.40, 0.40], [0.21, -0.90, 1.04], [-2.87, -1.21, -0.62], [-0.47, 0.38, -0.53], [-0.02, -0.04, -0.48], [0.76, 0.88, 0.25], [0.67, 0.06, 0.48], [-0.72, -0.38, 0.43], [0.31, -3.07, -1.27], [-0.05, -0.14, 0.24], [0.19, 0.03, -0.29], [-0.36, -1.08, 0.23], [-0.19, -0.67, 0.00], [-0.64, 0.76, -0.71]]}